16
Properties=species:S:1:pos:R:3:nbo_charge:R:1 method="wB97M-V/def2-TZVPD" homo_ev=-9.122 smiles="CC=O.NCN" relative_energy_kcal_mol=61.70 orbital_gap_ev=9.6 max_force_ev_per_a=4.4
C 1.8916 1.6154 0.6515 -0.7309
C 1.7520 1.0942 -0.8279 0.3950
O 0.8309 1.4201 -1.6277 -0.5203
H 2.1937 2.7051 0.4453 0.2464
H 0.9952 1.4993 1.2265 0.2619
H 2.7786 1.3355 1.2272 0.2240
H 2.7351 0.8411 -1.2813 0.1235
N -1.8940 -2.0654 -0.6791 -0.8780
C -1.8609 -0.7371 0.0144 -0.0419
N -0.5115 -0.2475 0.6150 -0.8236
H -2.8460 -2.4519 -0.6568 0.3596
H -1.2509 -2.8601 -0.2684 0.3535
H -2.5526 -0.8144 0.8259 0.1557
H -2.2267 -0.0646 -0.7154 0.1857
H 0.1549 -0.1761 -0.1193 0.3495
H -0.1893 -1.0935 1.1703 0.3399